{
  "formula": "C16H24BeBrCaClF6KN6O12P",
  "method": "ωB97M-V/def2-TZVPD",
  "species": ["C", "C", "C", "C", "N", "C", "C", "N", "O", "N", "O", "C", "C", "N", "C", "C", "O", "O", "C", "C", "O", "O", "C", "C", "C", "C", "H", "H", "H", "H", "H", "H", "H", "H", "H", "H", "H", "H", "H", "H", "H", "H", "H", "H", "H", "H", "H", "H", "H", "H", "Be", "N", "O", "O", "O", "F", "P", "F", "F", "F", "F", "F", "Ca", "Br", "Cl", "K", "N", "O", "O", "O"],
  "xyz": [[3.71, 0.47, 1.04], [3.17, 1.43, -0.01], [1.75, 1.89, 0.20], [0.68, 0.81, 0.36], [-0.37, 0.93, -0.68], [-0.20, 0.27, -1.93], [-0.54, 1.28, -2.97], [-1.04, 1.88, -3.80], [1.20, -0.13, -2.16], [1.64, -0.01, -3.48], [2.42, -0.84, -3.73], [-1.16, -1.00, -2.02], [-1.78, -1.13, -0.71], [-2.04, -1.47, 0.36], [-2.35, -0.86, -2.98], [-3.54, -0.06, -2.52], [-4.61, -0.44, -2.84], [-3.45, 1.08, -1.78], [-4.50, 1.20, -0.78], [-4.98, 0.11, 0.07], [-4.98, 2.25, -0.63], [-0.56, -2.17, -2.45], [0.26, -2.90, -1.59], [-0.41, -4.00, -0.86], [0.55, -4.61, 0.15], [0.52, -3.76, 1.40], [4.77, 0.38, 1.02], [3.33, -0.57, 0.79], [3.34, 0.62, 2.03], [3.82, 2.27, 0.01], [3.33, 0.98, -1.00], [1.79, 2.53, 1.05], [1.51, 2.51, -0.64], [0.19, 1.02, 1.28], [1.08, -0.17, 0.48], [-0.39, 1.92, -0.88], [-2.75, -1.84, -3.06], [-2.00, -0.60, -3.96], [-6.05, 0.16, 0.03], [-4.65, 0.22, 1.09], [-4.70, -0.85, -0.28], [0.84, -2.31, -0.90], [0.99, -3.36, -2.26], [-0.71, -4.76, -1.56], [-1.27, -3.59, -0.38], [1.58, -4.70, -0.22], [0.16, -5.58, 0.36], [0.91, -4.25, 2.27], [1.12, -2.89, 1.21], [-0.47, -3.44, 1.62], [3.71, -4.01, -0.57], [1.36, 5.26, -1.20], [1.19, 6.10, -2.04], [2.43, 4.79, -0.91], [0.30, 4.73, -0.52], [-0.50, -0.11, 5.05], [0.61, -0.73, 4.00], [1.09, -0.76, 2.38], [1.64, -0.75, 5.30], [1.11, 0.82, 3.78], [-0.81, -1.38, 3.41], [1.14, -2.32, 4.00], [4.61, -1.63, -1.11], [5.00, 2.55, 2.29], [-0.70, 6.59, -0.17], [-3.13, 3.26, -1.75], [-1.05, 3.42, 3.58], [-1.41, 4.56, 3.23], [-1.33, 2.44, 2.85], [-0.44, 3.26, 4.63]],
  "mulliken_charge": [-1.76, 0.09, -0.42, 0.00, 0.31, 1.37, -0.46, -0.64, -0.10, 0.16, -0.35, 2.21, -0.20, -0.59, -2.09, 0.21, -0.55, -0.28, 0.89, -0.97, -0.55, -0.59, 0.04, -0.53, 0.27, -0.85, 0.43, -0.11, 0.58, 0.51, -0.11, 0.69, -0.24, 0.38, -0.43, 0.15, 0.57, 0.61, 0.33, 0.35, 0.31, -0.21, 0.44, 0.42, 0.20, -0.69, 0.43, 0.52, -0.04, 0.27, 0.37, 1.08, -0.55, -0.48, -0.30, -0.32, 0.91, -0.28, -0.35, -0.33, -0.39, -0.37, 1.18, -0.56, 0.02, 1.09, 0.96, -0.62, -0.50, -0.52],
  "lumo_energy_ev": -4.1,
  "max_force_ev_per_a": 3.8,
  "total_energy_ha": -7121.82056,
  "orbital_gap_ev": 2.527
}